Entry 1:
Below is the molecule C4H5NOS, with properties calculated with ωB97M-V/def2-TZVPD.

```
12
Properties=species:S:1:pos:R:3
N -0.203 0.920 -0.145
C 0.323 -0.346 0.139
H 0.445 1.691 0.028
H 2.163 0.779 0.729
H -1.293 -1.672 -0.360
H -1.479 2.387 -0.685
C -1.415 1.302 -0.587
C 1.730 -0.277 0.649
C -0.259 -1.541 0.006
O 2.388 -1.247 0.937
S -2.714 0.382 -1.001
H 0.313 -2.377 0.289
```

F_max in Eh/bohr: 0.036
E_LUMO in eV: -0.4
Kohn-Sham gap in eV: 8.34
Total energy in Eh: -683.55964
Total charge: 0
Energy relative to the best compared isomer or geometry (same formula, charge and spin) in kJ/mol: 126.75

=====

Entry 2:
Below is a structure of composition C4H3N2O3S2, with properties calculated with ωB97M-V/def2-TZVPD.

```
14
Properties=species:S:1:pos:R:3
S 1.687 1.927 -2.190
H -0.558 -0.703 -1.411
O -1.887 -0.316 1.022
C -0.064 0.119 -1.854
N 1.041 1.065 -3.467
H -1.021 0.859 2.570
H -0.910 -1.779 0.959
S 0.789 1.354 0.564
O -0.071 -1.997 1.301
C -0.941 0.105 1.738
N 0.240 0.180 -3.112
O 0.900 -0.873 2.968
C 0.126 -0.966 2.040
C 0.667 1.027 -1.129
```

F_max in Eh/bohr: 0.068
E_LUMO in eV: 3.2
Kohn-Sham gap in eV: 7.53
Total energy in Eh: -1285.86372
Total charge: -1
Energy relative to the best compared isomer or geometry (same formula, charge and spin) in kJ/mol: 0.00

=====

Entry 3:
Below is the molecule C2H4OS, with properties calculated with ωB97M-V/def2-TZVPD.

```
8
Properties=species:S:1:pos:R:3
H 1.493 0.270 -0.956
C -1.145 0.417 0.035
O -0.319 -0.616 0.030
H -0.893 1.383 0.004
C 1.077 -0.344 0.014
S -2.981 0.101 -0.001
H 1.475 -1.279 -0.141
H 1.293 0.068 1.015
```

F_max in Eh/bohr: 0.177
E_LUMO in eV: -0.3
Kohn-Sham gap in eV: 8.27
Total energy in Eh: -551.93750
Total charge: 0
Energy relative to the best compared isomer or geometry (same formula, charge and spin) in kJ/mol: 239.41

=====

Entry 4:
Below is a cluster of 2 separate species, C17H32N3O8 in total, with properties calculated with ωB97M-V/def2-TZVPD.

```
60
Properties=species:S:1:pos:R:3
H 3.859 3.741 -1.032
O 0.550 -4.929 3.206
C 0.434 2.971 -3.321
H 2.086 -3.598 1.604
C -0.251 -4.828 2.013
C -4.574 -1.694 3.674
O 3.068 -2.037 -0.363
H -1.135 3.529 -1.955
O 1.673 -4.414 -0.263
C -0.048 -3.498 1.251
N 1.618 3.216 -2.473
H -3.921 -3.747 3.645
C 1.959 4.318 -1.811
C 0.108 3.978 -4.453
H 2.475 3.382 0.029
H -1.578 2.230 -3.064
H 1.808 4.977 -4.144
H -5.599 -1.907 3.993
C 0.893 5.862 -5.864
H -3.769 -2.958 5.218
H 2.131 -1.234 2.077
C -1.896 -2.239 2.380
O 1.581 5.447 -2.091
C -0.777 2.615 -2.432
O 0.576 0.892 -1.392
C 1.529 -1.002 1.192
H 1.811 6.440 -5.967
H 0.664 2.050 -3.858
H -2.299 -1.251 2.128
H -4.570 -1.607 2.583
N 1.032 4.886 -4.785
H 0.064 6.535 -5.638
C -2.155 -2.512 3.862
H -0.536 -0.679 0.713
H 1.972 2.357 -2.069
H 2.465 -4.092 -0.738
H 3.276 -1.088 -0.486
H -0.003 -5.658 1.344
H 1.032 -1.895 -0.698
H -1.555 -3.367 4.187
N -0.450 -2.305 2.064
H 3.051 5.057 -0.137
H 0.364 -5.756 3.677
H -4.269 -0.736 4.105
H 0.679 5.343 -6.800
C -0.483 1.569 -1.338
C 2.909 4.111 -0.656
C 1.722 -2.082 0.133
O -1.315 1.447 -0.417
C 1.412 -3.439 0.756
C 0.048 -0.984 1.587
H -2.448 -2.963 1.772
H -0.685 -3.516 0.360
H -1.833 -1.644 4.446
O -0.959 3.912 -5.062
O 1.954 0.259 0.647
C -3.638 -2.813 4.141
H 1.353 0.508 -0.123
H -1.307 -4.932 2.278
H -0.101 -0.230 2.366
```

F_max in Eh/bohr: 0.035
E_LUMO in eV: 2.6
Kohn-Sham gap in eV: 8.11
Total energy in Eh: -1433.28926
Total charge: -1

=====

Repeat the third record exactly.
Below is the molecule C2H4OS, with properties calculated with ωB97M-V/def2-TZVPD.

```
8
Properties=species:S:1:pos:R:3
H 1.493 0.270 -0.956
C -1.145 0.417 0.035
O -0.319 -0.616 0.030
H -0.893 1.383 0.004
C 1.077 -0.344 0.014
S -2.981 0.101 -0.001
H 1.475 -1.279 -0.141
H 1.293 0.068 1.015
```

F_max in Eh/bohr: 0.177
E_LUMO in eV: -0.3
Kohn-Sham gap in eV: 8.27
Total energy in Eh: -551.93750
Total charge: 0
Energy relative to the best compared isomer or geometry (same formula, charge and spin) in kJ/mol: 239.41

=====

Q: Look up the total energy of the fourth one.
A: -1433.28926 Eh

=====

Q: Which of these has the lowest E_LUMO?
A: C4H5NOS

=====

Q: The lowest E_LUMO belongs to which entry?
A: C4H5NOS